(1)
Below is a structure of composition C32H51N3OP2Pt, with properties calculated with ωB97M-V/def2-TZVPD.

Positions of all 90 atoms, in Å:
C (1.570, 2.505, -3.335)
H (-1.899, -0.646, -3.633)
H (1.402, 6.178, -1.338)
C (-0.175, 3.794, -1.121)
H (-3.385, -1.061, -2.951)
H (4.484, 2.436, -0.917)
H (-2.173, 2.150, 2.423)
C (2.498, -1.613, -3.058)
C (0.325, 1.553, -3.584)
C (-0.512, 2.025, -4.733)
H (-3.907, 2.552, -1.979)
C (0.163, 4.771, -0.174)
H (4.417, 1.703, 1.407)
C (1.054, -3.193, 2.006)
H (5.951, 1.352, -0.829)
H (-0.251, 4.066, -2.150)
C (-0.276, 2.009, 0.557)
O (2.766, -0.438, -3.412)
C (-0.833, -0.959, 2.527)
H (0.833, 6.815, 0.240)
H (-2.848, 1.469, 4.754)
Pt (0.157, -0.725, -0.421)
H (0.956, -3.018, -0.958)
H (-1.155, 2.867, -4.405)
C (-1.154, -1.308, 3.793)
H (2.289, 2.381, -4.146)
C (0.436, -2.348, -1.682)
C (2.997, 0.418, 0.359)
H (0.151, 2.439, -5.516)
H (0.626, -3.758, 4.157)
H (3.149, -3.452, -2.373)
H (-1.313, -3.942, 3.350)
H (-0.815, -2.237, 4.122)
C (4.370, 0.912, 0.572)
C (-1.810, -0.430, 4.680)
H (-1.608, -4.052, 0.561)
H (-3.433, 0.221, -4.037)
C (-1.063, 0.356, 2.067)
C (0.246, 4.341, 1.139)
H (1.809, -5.204, 1.776)
C (-2.816, -0.181, -3.266)
N (-0.357, 0.691, 0.912)
H (-2.003, -1.740, 6.328)
H (-3.308, 2.347, -3.604)
H (1.125, -2.058, 3.875)
H (0.045, -5.035, 2.184)
C (1.250, -3.104, 3.515)
H (5.001, 0.083, 0.911)
H (-3.006, -1.483, 1.329)
H (2.239, -3.478, 3.713)
H (-2.680, -2.141, -0.297)
H (0.739, 0.617, -3.883)
C (-2.169, 0.867, 4.157)
H (4.432, 0.856, -1.637)
C (0.093, 3.015, 1.484)
H (1.076, -3.123, -3.658)
N (2.066, -0.114, -0.063)
C (0.895, -4.692, 1.598)
H (-2.972, -3.546, 3.172)
H (0.448, -1.482, -3.686)
H (-2.238, -5.058, 2.512)
H (1.948, -2.820, 1.576)
H (-3.025, -0.273, 6.450)
C (-1.835, -3.269, 1.276)
C (-0.367, 2.427, -0.852)
C (-2.111, -3.971, 2.647)
C (-2.031, -0.663, 6.172)
H (-1.301, -0.143, 6.830)
C (1.096, -2.162, -3.064)
H (-0.644, -2.633, -1.782)
C (-1.807, 1.232, 2.893)
H (-2.411, 3.190, -2.316)
C (4.819, 1.371, -0.783)
H (0.530, 5.044, 1.909)
H (-3.913, -2.965, 0.756)
C (-2.445, 0.945, -2.197)
P (-0.366, -2.204, 1.342)
H (0.676, -4.853, 0.591)
H (-2.794, 0.580, -1.234)
H (-0.263, 6.662, -1.107)
H (-1.106, 1.248, -5.206)
C (-3.036, 2.327, -2.570)
H (1.232, 3.540, -3.541)
H (0.389, 2.694, 2.497)
P (-0.576, 1.047, -1.978)
H (4.340, -2.170, -2.591)
H (2.097, 2.399, -2.441)
C (-2.979, -2.422, 0.740)
C (0.565, 6.191, -0.597)
N (3.421, -2.519, -2.752)

Atoms 1-3, force components in eV/Å:
C -1.9 0.5 -2.4
H -0.1 0.3 -0.6
H -0.5 -0.1 0.7

Computed properties:
Highest occupied orbital energy (alpha / beta)   -10.41 / -13.95 eV
Kohn-Sham gap (alpha / beta)   5.69 / 5.07 eV
Multiplicity   5
Total charge   +2

(2)
Below is a structure of composition C6H14N6, with properties calculated with ωB97M-V/def2-TZVPD.

Positions of all 26 atoms, in Å:
C (2.782, -0.544, 1.168)
N (0.685, 0.211, 0.109)
H (2.699, 0.859, 2.714)
H (0.375, -1.718, -1.210)
C (2.105, 0.249, 2.190)
H (1.363, -0.283, 2.882)
H (2.462, -1.506, 0.937)
H (-0.193, 1.255, 2.077)
H (0.377, 0.392, -2.889)
N (-0.954, 0.979, 1.471)
C (-1.538, 0.029, -1.838)
H (2.568, 1.478, 0.312)
H (-1.949, 1.037, 1.607)
N (-2.403, 0.556, -2.491)
H (-3.856, -0.205, -0.492)
H (1.681, -0.769, -1.922)
H (3.862, -0.705, 1.021)
H (-1.439, -1.434, -0.353)
C (1.878, 0.606, 0.714)
N (-0.143, -0.229, -2.319)
C (-1.760, -0.399, -0.379)
H (-2.383, 0.893, -3.425)
N (0.767, -0.759, -1.448)
C (-0.575, 0.292, 0.456)
N (-3.078, 0.030, 0.092)
H (-3.332, -0.315, 1.017)

Atoms 1-3, force components in eV/Å:
C 1.2 -0.5 -0.1
N 0.9 -1.3 -2.3
H 2.0 2.7 1.7

Computed properties:
Highest occupied orbital energy   -17.88 eV
Kohn-Sham gap   8.23 eV
Energy above the lowest of the compared OMol25 structures with the same formula, charge and spin   95.38 kcal/mol
Total charge   +2

total charge of number 2 (C6H14N6)? +2